Density functional theory data (ωB97M-V/def2-TZVPD) for 4 unconnected molecules or ions with the total composition C15H27N2O7 at a distorted geometry.

Properties
- M: 347.39 g mol⁻¹
- E_HOMO: -4.150 eV
- Strongest force on any atom: 0.1395 Eh/bohr
- Spin multiplicity: 1
- Net charge: -1
- Kohn-Sham gap: 6.420 eV
- Calculated total energy: -1223.89001 Eh

Element x y z (Å)
C: 1.6645 -3.8294 0.6863
C: 0.8106 -3.8007 -0.4410
O: 0.6828 -2.5855 -1.1975
C: -0.4375 -1.8108 -0.7741
O: -0.5523 -0.6596 -1.2622
N: -1.3503 -2.4313 0.1901
C: -2.7797 -2.2958 -0.2017
N: -3.5197 -3.4097 0.4830
C: -2.9920 -4.7453 0.0921
C: -1.0866 -2.0132 1.5987
O: -0.8670 -2.9570 2.4455
O: -1.0132 -0.7176 2.0412
H: 1.7132 -4.7291 1.3953
H: 2.3328 -2.9057 0.8291
H: 0.2966 -4.7913 -0.7109
H: -2.9592 -2.3097 -1.3325
H: -3.1961 -1.2840 0.1728
H: -4.5135 -3.3787 0.1777
H: -1.9174 -4.9411 0.4519
H: -3.0233 -4.8652 -1.0480
H: -3.6264 -5.5867 0.5651
C: 5.8928 -5.5094 -1.9180
C: 4.7445 -4.7523 -1.3025
O: 4.2068 -5.1398 -0.2837
C: 4.2892 -3.4971 -1.9987
H: 6.1123 -6.3904 -1.3107
H: 5.6254 -5.8362 -2.9252
H: 6.7817 -4.8755 -1.9494
H: 3.9505 -3.7346 -3.0095
H: 5.1072 -2.7738 -2.0338
H: 3.4567 -3.0578 -1.4453
C: -1.6119 1.8306 0.2622
C: -2.0257 2.9744 -0.6227
O: -3.0909 2.9653 -1.2193
C: -1.0731 4.1351 -0.7451
H: -2.3911 1.0674 0.2563
H: -0.6875 1.3878 -0.1107
H: -1.4763 2.1836 1.2868
H: -0.1237 3.7940 -1.1633
H: -0.9140 4.5901 0.2347
H: -1.5012 4.8857 -1.4142
C: -0.4006 8.9143 0.7754
C: -0.6723 7.6406 1.5319
O: -0.2339 6.5734 1.1494
C: -1.5080 7.7406 2.7805
H: 0.2126 8.6910 -0.1003
H: -1.3417 9.3558 0.4406
H: 0.1414 9.6167 1.4125
H: -2.4984 8.1299 2.5347
H: -1.0153 8.3908 3.5067
H: -1.6215 6.7475 3.2202

Density functional theory data (ωB97M-V/def2-TZVPD) for a molecular structure, C15H27N4Pd at a distorted geometry.

Properties
- M: 369.83 g mol⁻¹
- Energy relative to the best compared isomer or geometry (same formula, charge and spin): 0.779 eV
- E_HOMO: -18.939 eV
- Strongest force on any atom: 0.0302 Eh/bohr
- Spin multiplicity: 1
- Net charge: +3
- Kohn-Sham gap: 9.492 eV
- Calculated total energy: -933.63552 Eh

Element x y z (Å)
Pd: 0.5021 0.0710 -0.3329
C: 2.8895 -1.1790 -1.1605
C: 1.6719 -1.8369 -1.8226
N: 0.5312 -1.8936 -0.8420
C: -0.8215 -2.2918 -1.3786
C: -1.6648 -1.0833 -1.7298
C: -2.7571 -1.0863 -2.5726
C: -3.3422 0.1345 -2.8999
C: -2.7709 1.3321 -2.4824
C: -1.6616 1.2787 -1.6603
C: -0.7549 2.4578 -1.3601
N: 0.3953 2.0997 -0.4451
C: 1.7914 2.5014 -0.8751
C: 2.5745 1.3267 -1.4667
N: 2.5567 0.1471 -0.5299
N: -1.2327 0.0841 -1.2184
H: 3.6923 -1.0701 -1.8920
H: 3.2646 -1.8206 -0.3621
H: 1.9388 -2.8375 -2.1685
H: 1.3303 -1.2691 -2.6892
H: 0.7777 -2.5475 -0.1039
H: -1.3148 -2.8944 -0.6148
H: -0.7001 -2.9280 -2.2573
H: -3.1328 -2.0098 -2.9924
H: -4.2109 0.1540 -3.5453
H: -3.1586 2.2805 -2.8300
H: -1.3073 3.2984 -0.9398
H: -0.3386 2.7969 -2.3110
H: 0.2106 2.5496 0.4452
H: 2.2976 2.8789 0.0137
H: 1.7510 3.3197 -1.5947
H: 3.5997 1.6373 -1.6791
H: 2.1309 1.0045 -2.4104
H: 3.2145 0.3206 0.2246
C: 0.2165 -0.4568 4.9096
C: -0.8002 -0.8438 3.4900
C: -2.1177 -0.1373 3.4928
C: 0.3925 -0.2627 3.0911
H: -0.5927 -0.9393 5.4675
H: 0.2720 0.5912 5.1808
H: 1.1354 -1.0076 5.0746
H: -0.8496 -1.9284 3.4502
H: -2.8025 -0.5759 4.2165
H: -2.5581 -0.2622 2.5013
H: -2.0170 0.9275 3.7036
H: 1.2864 -0.8430 2.9076
H: 0.4834 0.8126 2.9982

Density functional theory data (ωB97M-V/def2-TZVPD) for a molecular structure, C15H28F9MnN4O13S3 at a distorted geometry.

Properties
- M: 794.52 g mol⁻¹
- Energy relative to the best compared isomer or geometry (same formula, charge and spin): 2.839 eV
- E_HOMO (spin up / spin down): -4.953 / -4.943 eV
- Strongest force on any atom: 0.1213 Eh/bohr
- Spin multiplicity: 6
- Net charge: -1
- Kohn-Sham gap (spin up / spin down): 6.443 / 6.432 eV
- Calculated total energy: -5029.88874 Eh
- Expectation value of S²: 8.752

Element x y z (Å)
Mn: 0.0713 -0.6582 0.1613
C: -0.4301 -0.0569 4.7796
F: 0.7028 0.6321 4.4219
F: -0.0860 -0.9568 5.5767
F: -1.1892 0.8094 5.5345
S: -1.3403 -0.9062 3.2679
O: -2.7325 -0.4106 3.2556
O: -0.4398 -0.6092 2.1582
O: -1.3734 -2.3605 3.4626
C: 3.1789 -2.4024 3.5129
F: 2.4924 -1.4296 4.0683
F: 4.3613 -2.1981 3.0087
F: 3.3092 -3.4038 4.4264
S: 2.0223 -3.1774 2.0275
O: 0.9380 -3.7431 2.8290
O: 1.5261 -2.1523 1.1342
O: 2.8431 -4.1841 1.3630
C: -0.9645 -4.9612 -1.3175
F: 0.3408 -5.3038 -0.9647
F: -0.9687 -4.5936 -2.5247
F: -1.7621 -6.0829 -1.2061
S: -1.6335 -3.6647 -0.0438
O: -1.3539 -4.1466 1.3335
O: -0.9265 -2.4571 -0.3812
O: -3.0889 -3.4117 -0.1587
C: 0.1544 -0.2970 -3.0748
O: 0.0625 -0.3843 -1.8294
N: 1.0392 -0.8522 -3.9054
C: 0.9492 -0.7495 -5.3930
C: 1.8697 -1.8298 -3.4262
H: -0.5689 0.2359 -3.7112
H: 0.7871 -1.7211 -5.8596
H: 1.8751 -0.3623 -5.8183
H: 0.2039 0.0266 -5.5677
H: 1.8421 -2.1293 -2.3785
H: 1.6433 -2.6991 -4.0436
H: 2.8511 -1.4521 -3.7129
C: -3.2376 0.1095 -0.2059
O: -2.0183 0.0671 -0.0635
N: -3.8385 1.0110 -1.0068
C: -5.2874 1.2787 -0.8392
C: -3.2045 1.8004 -1.9326
H: -3.7785 -0.6997 0.3088
H: -5.8142 0.7248 -0.0622
H: -5.8258 1.2112 -1.7845
H: -5.3932 2.2653 -0.3879
H: -3.7039 1.5903 -2.8785
H: -3.4916 2.8506 -1.8797
H: -2.1314 1.6533 -2.0548
C: -0.1148 2.8186 0.4305
O: 0.0532 1.5953 0.6532
N: -1.3158 3.4085 0.6702
C: -1.6591 4.6494 0.0095
C: -2.2656 2.7191 1.4693
H: 0.5719 3.4835 -0.1160
H: -1.3334 5.4629 0.6579
H: -2.7121 4.8065 -0.2241
H: -1.1440 4.8078 -0.9379
H: -2.1240 1.6606 1.6873
H: -2.1654 3.1543 2.4637
H: -3.2637 3.0191 1.1501
C: 3.2564 0.6508 -0.6781
O: 2.2107 0.1458 -0.3400
N: 3.9604 1.3667 0.2157
C: 4.9103 2.3532 -0.3420
C: 3.8114 1.3502 1.7008
H: 3.7295 0.7309 -1.6691
H: 5.3753 2.2878 -1.3257
H: 5.7065 2.1112 0.3620
H: 4.7320 3.4280 -0.3734
H: 4.7247 1.1185 2.2489
H: 3.4840 2.3710 1.8981
H: 3.0909 0.6812 2.1713

Density functional theory data (ωB97M-V/def2-TZVPD) for a single C15H28N2OS molecule.

Properties
- M: 284.47 g mol⁻¹
- E_HOMO: -7.824 eV
- Strongest force on any atom: 0.0145 Eh/bohr
- Spin multiplicity: 1
- SMILES string: CSC[C@H](C)N1CCC(CCC(=O)NC2CC2)CC1
- Kohn-Sham gap: 8.633 eV
- Calculated total energy: -1171.27894 Eh

Element x y z (Å)
C: -5.6606 -2.5945 -0.3081
S: -5.8980 -0.8235 0.0284
C: -4.3081 -0.4111 0.8259
C: -3.3698 0.3939 -0.0870
C: -2.9138 -0.4526 -1.2801
N: -2.3350 0.9674 0.7502
C: -1.8846 2.3073 0.4568
C: -0.7131 2.3706 -0.5298
C: 0.4635 1.5479 -0.0009
C: 1.6291 1.5899 -0.9935
C: 2.8752 0.8581 -0.4953
C: 2.8598 -0.6142 -0.8634
O: 2.1636 -1.0904 -1.7348
N: 3.7175 -1.3999 -0.1614
C: 4.6451 -0.9873 0.8368
C: 5.9575 -1.7004 0.9295
C: 5.9150 -0.2893 0.4285
C: -0.0148 0.1222 0.2721
C: -1.2456 0.1259 1.1919
H: -6.5593 -2.9361 -0.8110
H: -5.5377 -3.1275 0.6308
H: -4.7977 -2.7405 -0.9502
H: -3.8576 -1.3484 1.1461
H: -4.5463 0.1876 1.7045
H: -3.9545 1.2352 -0.4766
H: -2.2483 0.1153 -1.9240
H: -2.3997 -1.3531 -0.9511
H: -3.7838 -0.7378 -1.8675
H: -2.7283 2.8903 0.0818
H: -1.5626 2.7551 1.4065
H: -0.4132 3.4117 -0.6676
H: -1.0239 1.9798 -1.5000
H: 0.7926 1.9939 0.9474
H: 1.3186 1.1309 -1.9343
H: 1.8772 2.6352 -1.1906
H: 2.9819 0.9717 0.5839
H: 3.7679 1.2845 -0.9604
H: 3.7316 -2.3721 -0.4399
H: 4.1822 -0.6751 1.7698
H: 6.3679 -1.8929 1.9085
H: 6.1547 -2.4826 0.2122
H: 6.2947 0.4999 1.0582
H: 6.0774 -0.1288 -0.6259
H: 0.7744 -0.4570 0.7561
H: -0.2419 -0.3641 -0.6755
H: -1.6129 -0.8926 1.3246
H: -0.9362 0.4978 2.1785

Density functional theory data (ωB97M-V/def2-TZVPD) for a molecular structure, C15H29Br3NO13S2Tl at a distorted geometry.

Properties
- M: 939.62 g mol⁻¹
- Energy relative to the best compared isomer or geometry (same formula, charge and spin): 0.000 eV
- E_HOMO: -15.472 eV
- Strongest force on any atom: 0.0394 Eh/bohr
- Spin multiplicity: 1
- Net charge: +2
- Kohn-Sham gap: 2.389 eV
- Calculated total energy: -10311.73366 Eh

Element x y z (Å)
Tl: 9.2344 -11.6905 -18.5194
N: 12.1462 -10.5614 -16.6391
O: 12.0706 -11.4824 -17.4755
O: 13.2139 -10.3095 -16.0976
O: 11.1316 -9.8980 -16.4246
O: 11.2510 -5.0396 -14.6865
C: 11.9698 -5.9443 -14.3987
O: 12.8775 -5.8696 -13.3992
C: 13.5590 -7.1198 -13.2721
C: 13.5043 -7.7317 -14.6553
C: 12.1175 -7.2528 -15.1164
H: 13.0536 -7.7449 -12.5299
H: 14.5631 -6.8954 -12.9144
H: 13.6506 -8.8084 -14.7518
H: 14.2786 -7.2586 -15.2648
H: 11.3092 -7.8608 -14.6863
H: 11.9966 -7.2245 -16.1940
O: 11.3260 -10.1163 -19.9066
C: 12.2438 -9.8564 -20.6535
O: 13.5071 -10.1004 -20.3312
C: 14.3614 -9.7571 -21.4606
C: 13.5735 -8.7288 -22.2110
C: 12.1039 -9.1489 -22.0260
H: 14.4148 -10.7058 -22.0001
H: 15.3494 -9.4209 -21.1642
H: 13.7934 -8.7027 -23.2801
H: 13.6904 -7.7154 -21.8259
H: 11.7352 -9.8910 -22.7343
H: 11.3755 -8.3582 -21.8793
O: 14.3646 -12.3667 -21.5778
S: 14.9882 -13.1012 -20.4989
O: 14.7947 -14.5087 -20.3320
O: 16.5826 -12.8198 -20.5905
C: 17.0496 -11.5474 -21.0249
C: 17.9968 -11.0067 -19.9651
C: 14.6190 -12.2850 -18.9083
H: 16.2492 -10.8422 -21.2418
H: 17.6686 -11.7293 -21.9106
H: 18.9287 -11.5651 -19.8845
H: 17.5340 -10.9049 -18.9786
H: 18.3307 -9.9948 -20.2214
H: 13.6785 -12.7562 -18.6199
H: 14.4477 -11.2315 -19.1119
H: 15.4419 -12.5203 -18.2367
O: 9.7189 -12.9083 -15.8186
S: 9.1853 -13.3487 -14.5399
O: 8.5271 -14.6112 -14.3747
O: 10.4674 -13.3627 -13.5752
C: 11.4888 -12.4011 -13.8840
C: 12.8435 -12.7015 -13.2909
C: 8.2379 -12.0310 -13.7200
H: 11.0909 -11.4549 -13.4922
H: 11.5672 -12.2174 -14.9546
H: 13.4329 -11.9459 -13.8243
H: 13.2522 -13.6335 -13.6761
H: 12.9235 -12.4913 -12.2311
H: 8.8464 -11.1266 -13.7050
H: 7.9692 -12.2736 -12.6973
H: 7.3730 -11.8388 -14.3534
C: 16.0047 -11.3921 -15.1316
Br: 16.1099 -11.0258 -13.2468
Br: 16.5807 -13.1383 -15.7812
Br: 16.8875 -10.0466 -16.2336
H: 14.9785 -11.2507 -15.4438